# 1
DFT (wB97M-V/def2-TZVPD) results for a 2-piece molecular cluster, C3H8P2 overall.

CARTESIAN COORDINATES (ANGSTROEM)
C -2.00 -0.80 0.19
C -3.06 -0.54 -0.49
C 1.89 1.42 0.65
P 1.55 -1.59 0.31
P 2.20 0.18 -0.69
H -1.72 -0.91 1.21
H 1.68 -2.35 -0.86
H -3.07 -0.50 -1.57
H -4.04 -0.35 -0.04
H 0.90 1.29 1.08
H 1.98 2.42 0.23
H 2.64 1.29 1.43
H 1.04 0.44 -1.43

Output
LUMO level (spin up / spin down) (Ha): -0.038 / -0.005
Maximum force (eV Å⁻¹): 0.8
Relative energy (zero: lowest compared OMol25 entry of this formula, charge and spin) (kcal/mol): 75.37

Löwdin atomic charges, in units of e:
1 C 0.005
2 C -0.131
3 C -0.465
4 P 0.401
5 P 0.413
6 H 0.003
7 H -0.241
8 H 0.039
9 H 0.054
10 H 0.007
11 H 0.018
12 H 0.018
13 H -0.121

---

# 2
DFT (wB97M-V/def2-TZVPD) results for a 2-piece molecular cluster, C3H8S2 overall.

CARTESIAN COORDINATES (ANGSTROEM)
C -0.41 -2.08 1.68
C -1.63 -1.55 1.66
H -0.28 -3.13 1.89
H 0.48 -1.47 1.60
H -2.52 -2.16 1.75
H -1.78 -0.49 1.52
C 1.05 1.49 -2.40
S 1.93 1.37 -0.82
S 0.27 1.12 0.42
H 0.53 0.56 -2.60
H 1.74 1.66 -3.23
H 0.34 2.31 -2.40
H 0.27 2.37 0.93

Output
LUMO level (Ha): 0.020
Maximum force (eV Å⁻¹): 0.7
SMILES: C=C.CSS
Relative energy (zero: lowest compared OMol25 entry of this formula, charge and spin) (kcal/mol): 28.02

Löwdin atomic charges, in units of e:
1 C -0.093
2 C -0.096
3 H 0.043
4 H 0.008
5 H 0.043
6 H 0.002
7 C -0.523
8 S 0.379
9 S 0.342
10 H 0.025
11 H 0.031
12 H 0.025
13 H -0.188

---

# 3
DFT (wB97M-V/def2-TZVPD) results for C3H8S3 as an isolated structure.

CARTESIAN COORDINATES (ANGSTROEM)
C -0.85 1.56 0.17
C -0.90 0.31 -0.58
C 0.34 -0.82 -0.12
S 0.43 -1.20 1.63
S 1.87 -0.19 -0.82
S -0.32 -2.47 -0.71
H -1.73 2.18 0.10
H -0.20 2.38 0.01
H -0.77 1.43 1.24
H -1.82 -0.38 -0.48
H -0.66 0.54 -1.53
H 1.06 -0.05 2.10
H 2.66 -0.38 0.27
H 0.88 -2.93 -1.29

Output
LUMO level (spin up / spin down) (Ha): 0.020 / -0.114
Maximum force (eV Å⁻¹): 5.3
Relative energy (zero: lowest compared OMol25 entry of this formula, charge and spin) (kcal/mol): 37.70
Spin multiplicity: 3

Löwdin atomic charges, in units of e:
1 C -0.169
2 C -0.310
3 C -1.467
4 S 0.628
5 S 0.652
6 S 0.675
7 H 0.076
8 H 0.068
9 H 0.057
10 H 0.108
11 H 0.036
12 H -0.091
13 H -0.139
14 H -0.125

---

# 4
DFT (wB97M-V/def2-TZVPD) results for a 2-piece molecular cluster, C3H9BrNO overall.

CARTESIAN COORDINATES (ANGSTROEM)
C 2.93 -1.71 0.67
C 1.94 0.04 -0.57
C -2.24 -0.74 -0.45
N -2.79 -2.09 -0.31
O 2.48 -1.10 -0.51
Br -0.57 -0.50 0.51
H 4.04 -1.90 0.65
H 2.46 -2.57 0.85
H 2.96 -0.97 1.42
H 1.79 0.77 0.17
H 1.73 0.27 -1.57
H -2.91 -0.04 0.18
H -3.71 -2.34 -0.71
H -2.85 -2.59 0.70
H -2.09 -2.62 -0.96

Output
LUMO level (spin up / spin down) (Ha): -0.154 / -0.242
Maximum force (eV Å⁻¹): 5.4
Relative energy (zero: lowest compared OMol25 entry of this formula, charge and spin) (kcal/mol): 6.82
Spin multiplicity: 3
Net charge: +1

Löwdin atomic charges, in units of e:
1 C -0.057
2 C -0.259
3 C -0.451
4 N 0.025
5 O -0.165
6 Br 0.881
7 H 0.124
8 H 0.051
9 H 0.081
10 H 0.033
11 H 0.068
12 H 0.078
13 H 0.162
14 H 0.237
15 H 0.192

---

# 5
DFT (wB97M-V/def2-TZVPD) results for a single C3H9BrSSi molecule.

CARTESIAN COORDINATES (ANGSTROEM)
C -1.02 -1.22 1.15
C -0.63 1.87 0.21
C 0.29 -0.60 -1.56
Si -0.08 0.06 0.11
S 3.82 -0.51 -0.24
Br 2.31 0.27 1.08
H -1.48 -1.91 0.42
H -0.42 -1.72 1.94
H -1.74 -0.71 1.73
H 0.16 2.53 0.70
H -0.93 2.17 -0.84
H -1.52 2.02 0.86
H 0.93 -1.51 -1.40
H -0.58 -0.81 -2.04
H 0.89 0.09 -2.13

Output
LUMO level (Ha): 0.005
Maximum force (eV Å⁻¹): 3.7
Relative energy (zero: lowest compared OMol25 entry of this formula, charge and spin) (kcal/mol): 69.66

Löwdin atomic charges, in units of e:
1 C -0.193
2 C -0.226
3 C -0.225
4 Si 0.472
5 S -0.299
6 Br 0.169
7 H 0.043
8 H 0.049
9 H -0.002
10 H 0.042
11 H 0.046
12 H 0.032
13 H 0.058
14 H -0.005
15 H 0.039

---

# 6
DFT (wB97M-V/def2-TZVPD) results for C3H9Cl2N2OP as an isolated structure.

CARTESIAN COORDINATES (ANGSTROEM)
C 0.46 -2.76 0.21
C 1.40 2.59 0.31
C -2.01 0.38 -0.51
N -0.26 -1.75 -0.56
N 1.06 1.87 -0.83
O -0.57 -0.44 1.74
P -0.49 -0.24 0.31
Cl -2.34 1.84 0.36
Cl -3.19 -0.84 -0.21
H -0.04 -2.60 1.24
H 0.13 -3.81 -0.30
H 1.63 -2.74 0.14
H 2.35 3.26 0.23
H 0.48 3.19 0.48
H 1.72 2.09 1.30
H -2.01 0.45 -1.53
H 0.10 -1.47 -1.47
H 1.58 0.99 -0.89

Output
LUMO level (spin up / spin down) (Ha): -0.041 / -0.022
Maximum force (eV Å⁻¹): 3.4
Relative energy (zero: lowest compared OMol25 entry of this formula, charge and spin) (kcal/mol): 67.61

Löwdin atomic charges, in units of e:
1 C -0.192
2 C -0.317
3 C -1.274
4 N -0.262
5 N -0.034
6 O -0.350
7 P 0.619
8 Cl 0.605
9 Cl 0.601
10 H 0.087
11 H 0.114
12 H 0.094
13 H 0.104
14 H 0.048
15 H 0.090
16 H -0.005
17 H 0.077
18 H -0.005

---

# 7
DFT (wB97M-V/def2-TZVPD) results for C3H9ClFeO4P as an isolated structure.

CARTESIAN COORDINATES (ANGSTROEM)
Fe 2.65 0.25 -5.55
Cl 0.34 0.12 -5.06
C -0.85 1.22 -1.68
O -1.70 0.90 -0.56
P -1.11 0.13 0.77
O -2.14 0.01 1.86
O 0.25 0.96 1.16
C 0.92 0.90 2.41
O -0.56 -1.25 0.08
C 0.00 -2.30 0.93
H -1.12 0.71 -2.60
H 0.19 0.92 -1.55
H -0.84 2.30 -1.82
H 0.24 0.99 3.25
H 1.57 1.78 2.46
H 1.63 0.08 2.50
H 0.28 -1.95 1.93
H 0.90 -2.64 0.42
H -0.67 -3.15 1.06

Output
LUMO level (spin up / spin down) (Ha): -0.196 / -0.385
Maximum force (eV Å⁻¹): 2.9
Spin multiplicity: 7
Net charge: +1

Löwdin atomic charges, in units of e:
1 Fe 0.901
2 Cl 0.115
3 C -0.128
4 O -0.203
5 P 0.503
6 O -0.239
7 O -0.243
8 C -0.104
9 O -0.249
10 C -0.077
11 H 0.041
12 H 0.068
13 H 0.094
14 H 0.096
15 H 0.087
16 H 0.083
17 H 0.078
18 H 0.085
19 H 0.092

---

# 8
DFT (wB97M-V/def2-TZVPD) results for C3H9ClSSi as an isolated structure.

CARTESIAN COORDINATES (ANGSTROEM)
C -0.41 -2.61 0.25
C 0.10 -1.21 0.65
C 1.35 1.31 -0.19
Si -0.60 2.48 -0.73
S 1.18 -0.44 -0.70
Cl -2.13 1.48 0.15
H -0.29 -3.27 1.10
H -1.57 -2.69 0.04
H -0.09 -3.12 -0.69
H 0.88 -1.28 1.52
H -0.64 -0.48 0.92
H 1.46 1.42 0.86
H 2.17 1.79 -0.81
H -0.61 3.87 -0.29
H -0.80 2.75 -2.09

Output
LUMO level (Ha): 0.030
Maximum force (eV Å⁻¹): 3.7
Relative energy (zero: lowest compared OMol25 entry of this formula, charge and spin) (kcal/mol): 34.09

Löwdin atomic charges, in units of e:
1 C -0.186
2 C -0.532
3 C -0.569
4 Si 0.278
5 S 0.693
6 Cl 0.250
7 H 0.054
8 H 0.101
9 H 0.064
10 H 0.092
11 H -0.021
12 H -0.021
13 H 0.023
14 H -0.108
15 H -0.118

---

# 9
DFT (wB97M-V/def2-TZVPD) results for C3H9CsO2 as an isolated structure.

CARTESIAN COORDINATES (ANGSTROEM)
Cs -1.44 2.67 1.99
C 1.63 -1.50 -0.31
C 0.17 -1.25 -0.19
C -0.21 -0.25 0.89
O -0.18 -0.71 -1.40
H 1.85 -2.16 -1.16
H 2.05 -1.97 0.61
H 2.23 -0.62 -0.49
H -0.35 -2.20 -0.10
H -1.28 0.05 0.76
H 0.44 0.62 1.03
H -0.19 -0.81 1.81
O -1.78 2.70 -0.85
H -0.91 2.34 -0.92
H -2.03 3.09 -1.69

Output
LUMO level (Ha): -0.042
Maximum force (eV Å⁻¹): 3.7
Relative energy (zero: lowest compared OMol25 entry of this formula, charge and spin) (kcal/mol): 13.07

Löwdin atomic charges, in units of e:
1 Cs 1.104
2 C -0.120
3 C -0.716
4 C -0.182
5 O -0.337
6 H 0.074
7 H 0.065
8 H 0.058
9 H 0.108
10 H 0.028
11 H 0.022
12 H 0.048
13 O -0.212
14 H 0.001
15 H 0.059

---

# 10
DFT (wB97M-V/def2-TZVPD) results for an isolated ion of composition C3H9F2N2O and charge +1.

CARTESIAN COORDINATES (ANGSTROEM)
C -0.27 -1.80 -0.07
C -0.61 0.62 -0.24
C 1.73 -0.38 -0.11
N 0.41 -0.56 0.31
N -0.27 1.67 0.90
O -0.52 1.13 -1.45
F 1.83 -0.28 -1.43
F 2.16 0.89 0.39
H -0.28 -1.72 -1.18
H 0.41 -2.67 0.26
H -1.22 -1.96 0.49
H -1.64 0.11 -0.20
H 2.47 -1.18 0.43
H 0.75 1.55 1.03
H -0.46 2.71 0.96
H -0.82 1.31 1.73
H 0.31 1.40 -1.70

Output
LUMO level (Ha): -0.127
Maximum force (eV Å⁻¹): 4.2
SMILES: CN(C(F)F)[C@@H]([NH3+])O
Relative energy (zero: lowest compared OMol25 entry of this formula, charge and spin) (kcal/mol): 57.04
Net charge: +1

Löwdin atomic charges, in units of e:
1 C -0.061
2 C -0.258
3 C -0.393
4 N -0.100
5 N 0.226
6 O 0.133
7 F 0.115
8 F -0.005
9 H 0.112
10 H 0.130
11 H 0.107
12 H 0.190
13 H 0.230
14 H 0.110
15 H 0.197
16 H 0.189
17 H 0.077

---

# 11
DFT (wB97M-V/def2-TZVPD) results for C3H9F2N2P as an isolated structure.

CARTESIAN COORDINATES (ANGSTROEM)
C -1.05 1.34 -0.97
C -1.21 -0.61 0.61
C 1.32 -1.28 -0.70
N -0.58 0.03 -0.59
N 0.78 -0.05 -0.63
F 0.84 2.01 1.66
F 1.26 -0.25 2.26
P 1.82 0.81 1.18
H -1.66 1.80 -0.22
H -0.11 1.82 -1.25
H -1.70 1.38 -1.86
H -1.67 0.23 1.26
H -1.98 -1.17 0.16
H -0.51 -1.25 1.17
H 1.44 -1.52 -1.73
H 2.27 -1.25 -0.19
H 0.74 -2.05 -0.15

Output
LUMO level (Ha): 0.027
Maximum force (eV Å⁻¹): 6.8
Relative energy (zero: lowest compared OMol25 entry of this formula, charge and spin) (kcal/mol): 30.12

Löwdin atomic charges, in units of e:
1 C -0.092
2 C -0.062
3 C -0.241
4 N -0.290
5 N -0.271
6 F -0.333
7 F -0.331
8 P 0.964
9 H 0.061
10 H 0.079
11 H 0.080
12 H 0.107
13 H 0.059
14 H 0.061
15 H 0.076
16 H 0.045
17 H 0.087

---

# 12
DFT (wB97M-V/def2-TZVPD) results for C3H9F2NO3P2S as an isolated structure.

CARTESIAN COORDINATES (ANGSTROEM)
C 0.13 2.65 -0.56
C 2.36 -1.22 -1.43
C -0.43 -1.02 2.28
N -0.75 -0.78 -1.07
O 0.36 1.63 0.44
O 2.08 -0.01 -0.68
O 0.69 -0.56 1.45
F -3.03 -0.54 -1.71
F -2.69 -1.80 0.28
P 0.62 0.10 0.08
P -2.15 -0.42 -0.32
S -2.72 1.10 0.74
H 0.92 2.71 -1.27
H 0.08 3.53 -0.09
H -0.85 2.35 -0.90
H 2.92 -1.96 -0.94
H 3.01 -0.68 -2.21
H 1.40 -1.52 -1.82
H 0.13 -1.64 2.99
H -1.18 -1.68 1.86
H -0.90 -0.21 2.89

Output
LUMO level (Ha): 0.019
Maximum force (eV Å⁻¹): 6.5

Löwdin atomic charges, in units of e:
1 C -0.055
2 C -0.070
3 C -0.086
4 N -0.230
5 O -0.279
6 O -0.254
7 O -0.230
8 F -0.264
9 F -0.231
10 P 0.683
11 P 0.034
12 S 0.307
13 H 0.087
14 H 0.051
15 H 0.045
16 H 0.067
17 H 0.123
18 H 0.050
19 H 0.092
20 H 0.059
21 H 0.100